9
Properties=species:S:1:pos:R:3 method="wB97M-V/def2-TZVPD" homo_energy_ev=-9.05 total_charge=0 orbital_gap_ev=9.09
C -1.517 0.199 -0.067
O -0.309 0.901 0.110
C 0.940 -0.087 0.141
P 2.388 0.713 0.117
Cl 3.694 -0.868 0.030
H -2.084 0.352 0.856
H -1.417 -0.784 -0.403
H -2.166 0.679 -0.953
H 0.471 -1.104 0.170

---

9
Properties=species:S:1:pos:R:3 method="wB97M-V/def2-TZVPD" homo_energy_ev="-9.47 / -9.47" total_charge=0 orbital_gap_ev="9.81 / 9.82"
C 1.776 0.960 -0.217
P 1.914 -0.662 -0.016
Cl 1.388 -1.078 1.853
H 1.924 1.257 -1.278
H 1.290 1.707 0.304
C -2.129 -0.594 -0.199
O -1.205 -0.547 -0.949
H -2.706 0.299 -0.121
H -2.253 -1.340 0.624

---

9
Properties=species:S:1:pos:R:3 method="wB97M-V/def2-TZVPD" homo_energy_ev=-8.48 total_charge=0 orbital_gap_ev=8.91
P 1.427 0.792 0.063
S 0.045 -0.844 0.088
C -1.450 0.003 0.049
C -2.587 -0.589 -0.065
Cl -4.070 0.380 0.022
H 2.404 -0.099 0.530
H 1.686 0.442 -1.197
H -1.178 1.059 -0.209
H -2.633 -1.626 -0.193

---

10
Properties=species:S:1:pos:R:3 method="wB97M-V/def2-TZVPD" homo_energy_ev="-9.77 / -9.77" total_charge=0 orbital_gap_ev="7.69 / 7.69"
C 0.068 0.121 1.128
C -0.260 -0.371 -1.294
P 1.142 -0.774 -0.104
S 1.733 -2.577 0.045
S -1.350 -0.356 0.160
Cl 3.060 1.301 0.012
H -0.090 -0.274 2.227
H 0.574 1.137 1.111
H -0.304 0.573 -1.665
H -0.320 -1.182 -2.109

---

8
Properties=species:S:1:pos:R:3 method="wB97M-V/def2-TZVPD" homo_energy_ev=-11.79 total_charge=0 orbital_gap_ev=12.90
F 1.450 0.125 1.096
C 0.659 -0.333 0.013
C -0.724 0.371 0.075
F -1.337 0.552 -1.337
H 1.159 -0.094 -1.131
H 0.790 -1.434 0.176
H -1.440 -0.476 0.427
H -0.557 1.289 0.680

---

10
Properties=species:S:1:pos:R:3 method="wB97M-V/def2-TZVPD" homo_energy_ev="-2.46 / -1.10" total_charge=-1 orbital_gap_ev="6.96 / 4.78"
C 0.864 -0.799 0.644
C 0.802 0.054 -0.647
N -2.486 1.175 -0.493
O -2.431 1.960 0.488
F 1.880 0.912 -0.747
F 0.925 -0.732 -1.803
H 0.698 -0.141 1.379
H -0.033 -1.552 0.636
H 1.864 -1.100 0.773
H -2.083 0.224 -0.231

---

16
Properties=species:S:1:pos:R:3 method="wB97M-V/def2-TZVPD" homo_energy_ev=-12.47 total_charge=+1 orbital_gap_ev=6.65
O 2.189 -0.606 0.899
C 3.109 0.403 1.340
La -0.036 -0.210 -0.112
H 2.733 0.794 2.292
H 4.102 -0.037 1.488
H 3.148 1.211 0.601
O -2.173 -0.902 -0.608
H 2.418 -1.510 1.221
N -2.449 0.132 0.382
S -3.373 -0.449 1.537
O -3.416 0.497 2.660
O -4.645 -1.034 1.095
C -2.463 -1.962 2.227
F -2.803 -3.081 1.619
F -2.663 -2.096 3.526
F -1.126 -1.782 2.040

---

13
Properties=species:S:1:pos:R:3 method="wB97M-V/def2-TZVPD" homo_energy_ev=-9.01 total_charge=0 orbital_gap_ev=9.17
C -0.117 -1.945 0.588
C -1.822 3.141 -1.391
N 0.177 1.647 -0.235
O -1.956 0.634 -0.587
O -0.527 -1.594 -0.470
F -1.940 3.533 -2.677
F -3.062 2.949 -0.984
F -1.243 4.138 -0.728
S -0.782 1.488 -1.396
H -0.507 -1.746 1.592
H -1.707 -0.346 -0.616
H 0.740 -2.614 0.490
H 1.031 2.056 -0.570

---

16
Properties=species:S:1:pos:R:3 method="wB97M-V/def2-TZVPD" spin_multiplicity=4 homo_energy_ev="-8.65 / -8.69" total_charge=0 orbital_gap_ev="7.32 / 7.31" s2=3.779
O -1.990 0.139 -0.229
C -2.592 -0.969 0.412
V -0.747 0.062 -1.585
H -2.084 -1.198 1.361
H -3.646 -0.746 0.630
H -2.498 -1.869 -0.214
O -0.104 1.839 -0.485
H -1.580 1.086 0.371
N 0.795 1.251 -1.442
S 2.165 0.799 -0.761
O 2.888 -0.063 -1.702
O 2.883 1.889 -0.094
C 1.728 -0.336 0.682
F 2.722 -1.163 0.956
F 0.648 -1.063 0.333
F 1.413 0.344 1.768

---

9
Properties=species:S:1:pos:R:3 method="wB97M-V/def2-TZVPD" homo_energy_ev="-10.49 / -6.91" total_charge=0 orbital_gap_ev="11.35 / 3.41"
C -0.419 -0.371 -1.049
C 1.428 0.893 -0.173
O 0.975 -0.089 -0.968
F 0.607 1.715 0.492
I -3.529 -2.348 -1.144
H -0.928 0.427 -1.462
H -0.572 -0.596 0.058
H -0.647 -1.143 -1.843
H 2.436 0.862 0.239

---

8
Properties=species:S:1:pos:R:3 method="wB97M-V/def2-TZVPD" homo_energy_ev="-10.16 / -9.40" total_charge=0 orbital_gap_ev="10.02 / 9.23"
C 0.151 0.351 0.055
C -1.155 -0.196 -0.383
N -2.435 0.303 0.565
F -3.683 -0.132 -0.066
H 0.861 -0.435 0.273
H 0.048 0.957 0.890
H 0.597 0.777 -0.911
H -1.431 -0.761 -1.285

---

10
Properties=species:S:1:pos:R:3 method="wB97M-V/def2-TZVPD" homo_energy_ev="-9.94 / -9.94" total_charge=0 orbital_gap_ev="8.28 / 8.28"
C -0.193 0.173 0.620
C 0.692 0.613 -0.429
N 1.162 -0.496 -1.077
N 0.592 -1.525 -0.611
N -0.268 -1.229 0.392
F -1.159 1.392 -1.370
H 0.242 0.365 1.654
H -1.229 0.822 0.445
H 1.041 1.630 -0.534
H -0.881 -1.745 0.910